Entry 1:
C9H7Cl2O8Sc as an isolated structure, computed with ωB97M-V with the def2-TZVPD basis set.

Calculated values
* energy above the lowest of the compared OMol25 structures with the same formula, charge and spin: 0.0 kJ/mol
* HOMO level: -10.2 eV
* F_max: 0.00346 hartree/bohr
* LUMO energy: -0.0133 Eh

The geometry in ORCA input format:
```
! RIJCOSX wB97M-V def2-TZVPD def2/J DEFGRID3
* xyz 0 1
Sc 1.756 0.413 0.398
O 5.226 -1.063 0.692
Cl 3.869 -1.412 0.585
O 3.631 -2.797 0.525
O 3.254 -0.739 -0.610
O 3.076 -0.797 1.687
O 0.303 0.491 -1.104
C -0.420 -0.357 -0.474
O 0.028 -0.807 0.631
C -1.726 -0.790 -1.000
C -2.190 -0.273 -2.205
C -3.421 -0.679 -2.692
C -4.179 -1.596 -1.975
C -3.713 -2.112 -0.772
C -2.484 -1.709 -0.281
H -1.580 0.439 -2.745
H -3.791 -0.284 -3.628
H -5.141 -1.912 -2.357
H -4.309 -2.826 -0.221
H -2.098 -2.096 0.653
Cl 0.815 1.439 2.716
C 1.735 2.987 2.696
C 2.449 3.233 1.364
O 2.932 4.317 1.178
O 2.485 2.213 0.548
H 2.467 2.933 3.497
H 1.028 3.785 2.893
*
```

Entry 2:
An isolated molecule of C9H7ClN2S in a non-equilibrium geometry, computed with ωB97M-V with the def2-TZVPD basis set.

Calculated values
* structure (SMILES): S=c1[nH]ccn1-c1ccccc1Cl
* energy above the lowest of the compared OMol25 structures with the same formula, charge and spin: 71.9 kJ/mol
* HOMO level: -7.7 eV
* F_max: 0.05342 hartree/bohr
* LUMO energy: 0.0262 Eh

The geometry in ORCA input format:
```
! RIJCOSX wB97M-V def2-TZVPD def2/J DEFGRID3
* xyz 0 1
S -0.517 0.051 2.778
C -0.043 1.094 1.586
N 0.255 2.441 1.715
C 0.565 3.065 0.487
C 0.342 2.112 -0.481
N -0.123 0.992 0.190
C -0.416 -0.267 -0.479
C -1.794 -0.757 -0.328
C -2.200 -1.917 -0.983
C -1.308 -2.562 -1.857
C 0.013 -2.146 -1.991
C 0.507 -1.044 -1.223
Cl 2.239 -0.643 -1.300
H 0.355 2.881 2.579
H 0.991 4.067 0.320
H 0.289 2.210 -1.546
H -2.335 -0.224 0.459
H -3.212 -2.339 -0.815
H -1.580 -3.393 -2.453
H 0.778 -2.576 -2.603
*
```

Entry 3:
A 2-piece molecular cluster, C9H7F3 overall in a non-equilibrium geometry, computed with ωB97M-V with the def2-TZVPD basis set.

Calculated values
* energy above the lowest of the compared OMol25 structures with the same formula, charge and spin: 324.1 kJ/mol
* HOMO level (alpha / beta): -7.7 / -7.8 eV
* F_max: 0.06258 hartree/bohr
* LUMO energy (alpha / beta): -0.0070 / -0.0513 Eh

The geometry in ORCA input format:
```
! RIJCOSX wB97M-V def2-TZVPD def2/J DEFGRID3
* xyz 0 1
C -2.452 0.096 -0.984
C -2.172 -1.330 -0.845
C -1.729 1.055 -0.408
C -0.995 -1.637 -0.259
C -0.607 0.757 0.405
C -0.247 -0.710 0.562
C 0.092 1.808 0.977
C 0.563 -1.104 1.503
C 3.294 0.221 -0.335
F 3.019 -1.080 -0.735
F 3.743 0.923 -1.368
F 4.301 0.225 0.557
H -3.316 0.348 -1.561
H -2.887 -1.929 -1.362
H -1.982 2.051 -0.748
H -0.808 -2.723 -0.161
H 0.979 1.586 1.646
H -0.018 2.938 0.891
H 1.223 -1.493 2.225
*
```

Entry 4:
C9H7HoN2O5 as an isolated structure in a non-equilibrium geometry, computed with ωB97M-V with the def2-TZVPD basis set.

Calculated values
* HOMO level (alpha / beta): -15.0 / -15.1 eV
* expectation value of S²: 6.0071
* F_max: 0.12735 hartree/bohr
* LUMO energy (alpha / beta): -0.3499 / -0.3455 Eh

The geometry in ORCA input format:
```
! RIJCOSX wB97M-V def2-TZVPD def2/J DEFGRID3
* xyz 2 5
O 1.486 -1.920 3.133
C 1.046 -1.297 2.274
Ho 0.051 0.080 0.298
C -0.784 0.791 -1.927
O -1.166 1.097 -2.972
C 0.187 -1.747 -1.536
O 0.196 -2.390 -2.524
C -2.102 -1.014 0.387
O -3.106 -1.583 0.430
C 2.181 0.399 -0.782
O 3.213 0.506 -1.290
H 0.479 -2.141 -0.414
C -0.311 4.285 4.051
N -0.463 3.654 2.714
C -0.974 4.281 1.571
C -0.955 3.379 0.549
N -0.430 2.169 1.038
C -0.148 2.398 2.368
H 0.362 5.158 3.975
H -1.298 4.617 4.421
H 0.116 3.533 4.728
H -1.295 5.311 1.626
H -1.276 3.518 -0.482
H 0.275 1.675 3.062
*
```

Entry 5:
C9H7InN2O5 as an isolated structure in a non-equilibrium geometry, computed with ωB97M-V with the def2-TZVPD basis set.

Calculated values
* energy above the lowest of the compared OMol25 structures with the same formula, charge and spin: 0.0 kJ/mol
* HOMO level: -17.2 eV
* F_max: 0.12438 hartree/bohr
* LUMO energy: -0.3135 Eh

The geometry in ORCA input format:
```
! RIJCOSX wB97M-V def2-TZVPD def2/J DEFGRID3
* xyz 2 1
O -4.696 -0.450 -3.294
C -3.799 0.063 -2.822
In 0.328 0.352 -0.011
O -0.279 -2.897 0.812
C -0.199 -1.831 0.385
C 1.677 2.585 0.180
O 1.869 3.651 -0.217
C -1.271 0.749 2.114
O -1.986 0.760 3.033
C 1.640 -0.284 -1.864
O 2.243 -0.473 -2.835
H -0.700 1.369 -0.728
C 4.402 -2.038 2.968
N 3.564 -0.996 2.532
C 3.606 0.329 2.936
C 2.609 0.917 2.261
N 1.958 -0.031 1.474
C 2.611 -1.192 1.604
H 5.420 -1.758 2.758
H 4.329 -2.181 4.032
H 4.068 -2.923 2.449
H 4.177 0.848 3.742
H 2.461 1.951 2.511
H 2.394 -2.118 1.053
*
```

Entry 6:
A 2-piece molecular cluster, C9H7NO2 overall in a non-equilibrium geometry, computed with ωB97M-V with the def2-TZVPD basis set.

Calculated values
* structure (SMILES): C#CC#CC#C.C1=NOCOC1
* energy above the lowest of the compared OMol25 structures with the same formula, charge and spin: 1035.2 kJ/mol
* HOMO level: -8.9 eV
* F_max: 0.07517 hartree/bohr
* LUMO energy: 0.0045 Eh

The geometry in ORCA input format:
```
! RIJCOSX wB97M-V def2-TZVPD def2/J DEFGRID3
* xyz 0 1
C 1.409 2.813 -0.120
C 0.422 2.128 -0.124
C -0.729 1.335 -0.125
C -1.710 0.646 -0.127
C -2.840 -0.145 -0.126
C -3.833 -0.834 -0.126
H 2.299 3.424 -0.174
H -4.707 -1.439 -0.116
C 1.707 -0.956 1.040
N 2.448 -1.281 0.048
O 1.820 -1.312 -1.191
C 0.629 -0.549 -1.248
O -0.290 -0.935 -0.284
C 0.235 -0.710 1.006
H 2.238 -0.931 2.001
H 0.210 -0.709 -2.220
H 0.922 0.492 -1.111
H 0.057 0.340 1.311
H -0.287 -1.375 1.687
*
```

Entry 7:
An isolated molecule of C9H8 in a non-equilibrium geometry, computed with ωB97M-V with the def2-TZVPD basis set.

Calculated values
* structure (SMILES): CC1=C(C)C12CC1=C=C12
* energy above the lowest of the compared OMol25 structures with the same formula, charge and spin: 837.3 kJ/mol
* HOMO level: -7.2 eV
* F_max: 0.08269 hartree/bohr
* LUMO energy: 0.0211 Eh

The geometry in ORCA input format:
```
! RIJCOSX wB97M-V def2-TZVPD def2/J DEFGRID3
* xyz 0 1
C 1.369 -0.710 -1.948
C 0.342 -0.372 -0.954
C -0.714 -0.614 -0.226
C -2.086 -0.942 0.058
C 0.351 0.207 0.489
C 0.173 1.704 0.854
C 0.802 1.450 2.193
C 1.357 0.454 3.041
C 0.913 -0.052 1.866
H 1.354 -1.697 -2.184
H 2.420 -0.677 -1.651
H 1.173 -0.124 -2.931
H -2.595 -1.749 -0.638
H -2.774 -0.176 -0.101
H -2.093 -1.360 1.070
H -0.729 2.239 0.984
H 0.737 2.419 0.079
*
```

Entry 8:
An isolated molecule of C9H8ClFO in a non-equilibrium geometry, computed with ωB97M-V with the def2-TZVPD basis set.

Calculated values
* structure (SMILES): C[C@@](F)(Cl)[C@@H]1C=CC=CC1=C=O
* energy above the lowest of the compared OMol25 structures with the same formula, charge and spin: 11.6 kJ/mol
* HOMO level: -8.2 eV
* F_max: 0.09127 hartree/bohr
* LUMO energy: 0.0126 Eh

The geometry in ORCA input format:
```
! RIJCOSX wB97M-V def2-TZVPD def2/J DEFGRID3
* xyz 0 1
C -1.265 1.357 1.276
C -1.420 0.389 0.113
F -1.473 -0.856 0.640
Cl -2.755 0.773 -0.874
C -0.032 0.536 -0.926
C -0.056 -0.829 -1.603
C 0.568 -1.921 -1.093
C 1.271 -1.741 0.150
C 1.616 -0.541 0.540
C 1.352 0.666 -0.263
C 2.375 1.359 -0.663
O 3.307 1.947 -1.036
H -0.498 1.022 1.891
H -2.296 1.293 1.840
H -0.926 2.382 0.868
H -0.253 1.220 -1.712
H -0.671 -0.885 -2.518
H 0.341 -2.905 -1.423
H 1.485 -2.501 0.819
H 2.301 -0.570 1.378
*
```

Entry 9:
C9H8ClN as an isolated structure in a non-equilibrium geometry, computed with ωB97M-V with the def2-TZVPD basis set.

Calculated values
* energy above the lowest of the compared OMol25 structures with the same formula, charge and spin: 311.5 kJ/mol
* HOMO level: -9.8 eV
* F_max: 0.15926 hartree/bohr
* LUMO energy: 0.0185 Eh

The geometry in ORCA input format:
```
! RIJCOSX wB97M-V def2-TZVPD def2/J DEFGRID3
* xyz 0 1
C -3.126 2.159 -0.596
C -2.253 1.655 -0.003
C 1.434 0.118 -2.123
C 2.228 -0.827 -1.471
C 0.382 0.700 -1.366
C 1.833 -1.381 -0.278
C 0.201 0.237 -0.032
C -1.506 -0.079 1.893
C -0.720 0.893 0.998
N 0.827 -0.890 0.439
Cl 0.075 2.146 1.871
H -4.038 2.726 -0.906
H 1.734 0.445 -3.133
H 2.975 -1.298 -2.084
H -0.151 1.539 -1.694
H 2.506 -2.177 0.206
H -2.200 -0.830 1.264
H -0.729 -0.681 2.317
H -2.137 0.523 2.591
*
```

Entry 10:
An isolated molecule of C9H8F2O in a non-equilibrium geometry, computed with ωB97M-V with the def2-TZVPD basis set.

Calculated values
* structure (SMILES): O/C=C1\C=CC=CC12[C@@H](F)[C@@H]2F
* energy above the lowest of the compared OMol25 structures with the same formula, charge and spin: 275.5 kJ/mol
* HOMO level: -7.6 eV
* F_max: 0.08596 hartree/bohr
* LUMO energy: 0.0186 Eh

The geometry in ORCA input format:
```
! RIJCOSX wB97M-V def2-TZVPD def2/J DEFGRID3
* xyz 0 1
O -2.082 2.468 0.492
C -0.830 1.786 0.284
C -0.735 0.509 0.055
C -1.857 -0.396 0.065
C -1.667 -1.713 -0.019
C -0.370 -2.317 -0.230
C 0.637 -1.511 -0.433
C 0.612 -0.078 -0.196
C 1.764 0.576 -0.800
F 1.572 1.875 -1.063
C 1.901 0.305 0.670
F 2.639 -0.668 1.195
H -1.911 3.403 0.238
H 0.117 2.446 0.232
H -2.881 -0.090 0.008
H -2.466 -2.495 0.164
H -0.147 -3.422 -0.122
H 1.689 -1.838 -0.472
H 2.486 0.139 -1.431
H 1.530 1.018 1.364
*
```

Entry 11:
C9H8F5O2ReS3Te as an isolated structure, computed with ωB97M-V with the def2-TZVPD basis set.

Calculated values
* energy above the lowest of the compared OMol25 structures with the same formula, charge and spin: 22.4 kJ/mol
* HOMO level (alpha / beta): -11.9 / -12.2 eV
* expectation value of S²: 0.7554
* F_max: 0.01684 hartree/bohr
* LUMO energy (alpha / beta): -0.1994 / -0.2034 Eh

The geometry in ORCA input format:
```
! RIJCOSX wB97M-V def2-TZVPD def2/J DEFGRID3
* xyz 1 2
Re -0.013 -0.014 -0.149
S -0.011 1.743 3.955
C 0.024 1.137 2.489
S 1.046 1.543 1.081
S -0.977 -0.224 1.799
F 0.448 3.073 -2.069
Te -0.564 1.700 -2.790
F -1.917 2.857 -3.200
F 0.851 0.468 -2.293
F -1.455 0.307 -3.641
F 0.319 1.953 -4.374
O -1.234 1.135 -1.141
C 2.892 -3.080 -0.964
C 1.592 -2.366 -1.011
O 1.416 -1.439 -0.175
C 0.545 -2.700 -1.958
C -0.756 -2.242 -1.729
C -1.773 -2.519 -2.618
C -1.494 -3.271 -3.755
C -0.211 -3.749 -3.988
C 0.806 -3.474 -3.090
H 3.491 -2.706 -0.140
H 3.428 -2.918 -1.902
H 2.730 -4.155 -0.867
H -1.064 -1.764 -0.784
H -2.777 -2.166 -2.427
H -2.288 -3.492 -4.457
H -0.004 -4.336 -4.871
H 1.805 -3.840 -3.283
*
```

Entry 12:
C9H8HfI2NO2P as an isolated structure in a non-equilibrium geometry, computed with ωB97M-V with the def2-TZVPD basis set.

Calculated values
* HOMO level: -21.0 eV
* F_max: 0.11307 hartree/bohr
* LUMO energy: -0.6803 Eh

The geometry in ORCA input format:
```
! RIJCOSX wB97M-V def2-TZVPD def2/J DEFGRID3
* xyz 4 1
C 4.279 0.559 1.100
C 2.704 0.318 0.816
I 2.022 -1.735 1.076
C 1.764 1.364 0.416
I 2.521 3.416 0.250
C 0.228 1.180 0.086
C -0.736 2.108 0.656
C -2.299 1.933 0.267
O -3.065 2.913 0.100
C -2.807 0.412 0.066
C -1.858 -0.524 -0.483
P -2.270 -2.386 -0.741
N -3.539 -2.855 0.125
C -0.405 0.058 -0.881
O 0.267 -0.355 -1.920
H 4.703 1.341 0.361
H 4.507 0.796 2.197
H 4.840 -0.423 0.843
H -0.381 2.941 1.364
H -3.874 0.108 0.352
H -1.114 -3.115 -0.292
H -2.411 -2.638 -2.147
H -4.242 -3.231 -0.541
Hf 1.169 -2.185 -3.071
*
```